# 1
Molecular formula: C5H10O
Method: DFT, ωB97M-V with the def2-TZVPD basis set

Its energy is -7394.367 eV. The energy above the lowest of the compared OMol25 structures with the same formula, charge and spin comes out at 38.4 kJ/mol. As for the maximum force: 0.49 eV/Å. As for the SMILES: CCCCC=O. For the orbital gap, the calculation gives 10.84 eV. Its HOMO energy is -9.8 eV.

Each line ends with the natural charge from an NBO analysis.
Atoms and positions in Å:
O (2.80, 1.19, 0.86)  -0.52
C (-1.13, -0.51, 0.05)  -0.39
C (2.68, 0.27, 0.09)  0.45
C (0.16, 0.30, -0.09)  -0.39
C (1.42, -0.57, 0.00)  -0.51
C (-2.37, 0.38, -0.06)  -0.60
H (-1.13, -1.04, 1.02)  0.20
H (0.15, 0.83, -1.05)  0.20
H (-3.29, -0.20, 0.05)  0.21
H (-2.40, 0.88, -1.03)  0.20
H (1.39, -1.18, 0.91)  0.23
H (0.22, 1.06, 0.70)  0.22
H (-2.36, 1.15, 0.72)  0.20
H (-1.15, -1.29, -0.72)  0.19
H (1.48, -1.26, -0.85)  0.21
H (3.52, -0.01, -0.59)  0.11

# 2
Molecular formula: C4H5N3
Method: DFT, ωB97M-V with the def2-TZVPD basis set

Its energy is -8694.737 eV. The energy above the lowest of the compared OMol25 structures with the same formula, charge and spin comes out at 489.7 kJ/mol. As for the maximum force: 4.97 eV/Å. For the orbital gap, the calculation gives 8.57 eV. Its HOMO energy is -9.0 eV.

Each line ends with the natural charge from an NBO analysis.
Atoms and positions in Å:
N (-0.59, -0.72, -0.54)  -0.47
N (-0.83, 1.59, 0.29)  -0.28
N (-2.10, 1.39, -0.39)  -0.71
C (1.63, -1.08, 0.28)  -0.39
C (1.50, 0.13, 0.82)  -0.18
C (-0.31, 0.47, 0.10)  0.50
C (0.44, -1.48, -0.44)  0.17
H (-2.86, 1.47, 0.27)  0.36
H (0.41, -2.46, -0.90)  0.19
H (2.47, -1.78, 0.31)  0.22
H (2.41, 0.47, 1.39)  0.23
H (-2.17, 2.00, -1.19)  0.36

# 3
Molecular formula: C5H8O2
Method: DFT, ωB97M-V with the def2-TZVPD basis set

Its energy is -9405.631 eV. The energy above the lowest of the compared OMol25 structures with the same formula, charge and spin comes out at 405.4 kJ/mol. As for the maximum force: 0.48 eV/Å. For the orbital gap, the calculation gives 9.02 eV. Its HOMO energy is -9.2 eV.

Each line ends with the natural charge from an NBO analysis.
Atoms and positions in Å:
O (1.18, 0.88, -0.14)  -0.54
O (-1.06, 0.92, -0.85)  -0.52
C (-1.56, 0.75, 0.46)  -0.26
C (0.23, -1.12, -0.81)  -0.65
C (1.29, -0.08, 0.93)  -0.30
C (0.57, -1.34, 0.62)  0.15
C (0.22, 0.39, -1.05)  0.36
H (2.35, -0.35, 1.08)  0.25
H (0.51, 0.71, -2.05)  0.19
H (-2.63, 0.97, 0.43)  0.20
H (1.13, -1.56, -1.29)  0.29
H (0.94, 0.36, 1.88)  0.23
H (-1.44, -0.29, 0.82)  0.17
H (-1.07, 1.42, 1.17)  0.18
H (-0.64, -1.67, -1.19)  0.25

# 4
Molecular formula: C23H43F6N3O6PS4Ti
Method: DFT, ωB97M-V with the def2-TZVPD basis set

Its energy is -133356.789 eV. As for the net charge: -2. Its expectation value of S² is 0.756. The energy above the lowest of the compared OMol25 structures with the same formula, charge and spin comes out at 410.4 kJ/mol. As for the maximum force: 1.68 eV/Å. For the orbital gap (alpha / beta), the calculation gives 5.63 / 6.65 eV. As for the multiplicity: 2. Its HOMO energy (alpha / beta) is -1.5 / -2.5 eV.

Each line ends with the Löwdin spin population.
Atoms and positions in Å:
Ti (-0.90, -0.39, 0.77)  0.14
S (-2.53, -1.55, 2.60)  0.00
S (0.39, 1.69, 1.12)  0.04
S (-2.40, 0.99, -0.40)  0.28
S (-1.67, -3.22, 4.64)  0.00
P (-1.34, 2.79, 0.81)  0.28
F (-5.18, -1.61, 1.32)  0.00
F (-3.09, -5.40, 4.23)  0.00
F (-5.18, -1.73, 3.49)  0.00
F (-2.58, -5.03, 6.30)  0.00
F (-5.00, -3.54, 2.30)  0.00
F (-4.12, -3.85, 5.34)  0.00
O (-1.90, -2.09, 5.51)  0.00
O (-0.45, -3.98, 4.82)  0.00
O (-0.99, 3.76, -0.50)  0.04
O (-1.24, 4.08, 1.84)  0.08
O (-2.41, -1.67, 1.02)  0.01
O (-1.05, -0.65, 2.59)  0.00
N (-2.70, 1.94, 2.96)  0.06
N (-4.03, 1.53, 2.62)  0.00
N (-1.97, -3.00, 3.13)  0.00
C (2.06, -0.19, -1.28)  0.00
C (-1.11, -0.49, -3.56)  0.01
C (0.43, -0.40, -3.47)  0.00
C (0.90, -1.73, 0.02)  0.00
C (-0.15, 4.99, 1.79)  0.02
C (-4.53, -2.25, 2.37)  0.00
C (-2.94, -4.44, 5.14)  0.00
C (1.00, -1.58, -4.28)  0.00
C (0.87, -0.57, -2.00)  0.01
C (2.88, 2.23, -1.55)  0.00
C (0.86, 0.91, -4.16)  0.00
C (3.24, 0.73, -1.63)  0.00
C (2.21, -3.82, -0.03)  0.00
C (1.39, -3.01, 2.16)  0.00
C (-0.68, 3.26, -1.79)  0.00
C (-0.19, -4.00, 0.46)  0.00
C (1.04, -3.11, 0.68)  0.00
C (0.17, -1.47, -1.19)  0.00
C (-0.55, 6.30, 1.13)  0.00
C (3.84, 0.42, -3.01)  0.00
C (4.37, 0.53, -0.60)  0.00
C (2.01, -0.86, -0.05)  0.00
C (-0.05, 4.40, -2.56)  0.00
H (0.87, 4.73, -2.07)  0.00
H (0.69, -1.51, -5.33)  0.00
H (2.75, -0.79, 0.73)  0.00
H (0.15, 5.17, 2.82)  0.00
H (2.11, 2.50, -2.28)  0.00
H (-2.13, 1.16, 3.28)  0.00
H (3.37, 1.01, -3.80)  0.00
H (0.00, 2.41, -1.70)  0.00
H (4.68, -0.52, -0.55)  0.00
H (-1.42, -0.26, -4.59)  0.00
H (3.15, -3.29, 0.13)  0.00
H (-1.59, 0.21, -2.88)  0.01
H (4.91, 0.67, -3.02)  0.00
H (-1.58, 2.91, -2.29)  0.00
H (-1.38, 6.76, 1.68)  0.00
H (3.77, 2.84, -1.77)  0.00
H (3.75, -0.63, -3.26)  0.00
H (5.23, 1.13, -0.90)  0.00
H (-2.74, 2.64, 3.68)  0.00
H (1.43, -4.00, 2.62)  0.00
H (-1.47, -1.49, -3.33)  0.00
H (0.66, -2.43, 2.72)  0.00
H (0.65, -2.53, -3.87)  0.00
H (0.70, 4.54, 1.27)  0.00
H (2.37, -2.53, 2.29)  0.00
H (2.32, -4.84, 0.35)  0.00
H (1.75, 0.77, -4.77)  0.00
H (-0.05, -4.94, 0.99)  0.00
H (2.03, -3.87, -1.11)  0.00
H (0.19, 4.09, -3.58)  0.00
H (-0.65, -2.09, -1.54)  0.00
H (-3.99, 1.22, 1.66)  0.00
H (-1.12, -3.56, 0.83)  0.00
H (-0.87, 6.13, 0.10)  0.00
H (2.50, 2.49, -0.56)  0.00
H (0.29, 7.00, 1.14)  0.00
H (-0.31, -4.22, -0.61)  0.00
H (4.08, 0.85, 0.40)  0.00
H (0.07, 1.26, -4.83)  0.00
H (-0.73, 5.25, -2.61)  0.00
H (2.09, -1.59, -4.25)  0.00
H (-4.29, 0.71, 3.17)  0.00
H (1.05, 1.71, -3.46)  0.00

# 5
Molecular formula: C4H13NO2
Method: DFT, ωB97M-V with the def2-TZVPD basis set

Its energy is -9943.007 eV. The energy above the lowest of the compared OMol25 structures with the same formula, charge and spin comes out at 114.8 kJ/mol. As for the maximum force: 1.59 eV/Å. As for the SMILES: C=C(C)NC.O.O. For the orbital gap, the calculation gives 8.72 eV. Its HOMO energy is -8.1 eV.

Each line ends with the natural charge from an NBO analysis.
Atoms and positions in Å:
O (2.57, 0.08, 1.03)  -0.96
O (1.05, -1.09, -1.92)  -0.96
N (-0.31, 0.24, 1.08)  -0.65
C (-0.70, 0.91, -0.09)  0.21
C (-2.10, 0.69, -0.60)  -0.66
C (-0.43, -1.17, 1.37)  -0.41
C (0.19, 1.65, -0.78)  -0.56
H (1.19, 1.86, -0.40)  0.21
H (-0.06, 2.08, -1.73)  0.21
H (-0.37, -1.24, 2.46)  0.21
H (2.31, -0.18, 0.14)  0.49
H (0.52, -1.69, 1.08)  0.17
H (-2.80, 0.75, 0.24)  0.23
H (0.45, -1.83, -1.79)  0.47
H (0.75, -0.39, -1.32)  0.48
H (2.93, -0.68, 1.50)  0.48
H (-2.24, -0.29, -1.11)  0.22
H (0.60, 0.61, 1.38)  0.41
H (-2.32, 1.37, -1.42)  0.23
H (-1.24, -1.69, 0.87)  0.21

# 6
Molecular formula: C3H5IO3
Method: DFT, ωB97M-V with the def2-TZVPD basis set

Its energy is -17428.753 eV. Its expectation value of S² is 2.007. The energy above the lowest of the compared OMol25 structures with the same formula, charge and spin comes out at 128.1 kJ/mol. As for the maximum force: 6.68 eV/Å. For the orbital gap (alpha / beta), the calculation gives 5.20 / 4.79 eV. As for the multiplicity: 3. Its HOMO energy (alpha / beta) is -5.2 / -9.6 eV.

Each line ends with the Löwdin spin population.
Atoms and positions in Å:
I (-2.31, -0.01, -1.78)  0.98
O (1.07, 1.27, 0.61)  0.01
O (0.49, -2.15, 0.27)  0.01
O (-0.73, 2.40, -1.07)  0.34
C (-0.78, 1.24, -0.91)  0.52
C (0.29, 0.36, -0.11)  0.07
C (0.18, -0.98, 0.92)  0.03
H (-0.28, -2.49, -0.21)  0.01
H (0.86, -0.05, -0.97)  0.02
H (1.02, 2.14, 0.19)  0.00
H (-0.79, -0.98, 1.42)  0.00
H (0.98, -0.76, 1.63)  0.00